Formula: C44H42AsCoN5O4S
Source: the OMol25 dataset
Level of theory: wB97M-V/def2-TZVPD

The spin multiplicity is 2. The HOMO-LUMO gap (alpha / beta) comes out at 0.2371 / 0.2374 Ha. The value obtained for the LUMO energy (alpha / beta) is -5.033 / -5.027 eV. As for the energy above the lowest of the compared OMol25 structures with the same formula, charge and spin: 0.0 kJ/mol. As for the total energy: -6293.01004 a.u. Its total charge is +2. The calculation puts the maximum force at 1.26 eV Å⁻¹.

Last column: Löwdin charge in e.
Geometry (Å):
Co  -0.9830  -0.7610  -1.9765  0.4653
C  -1.0444  1.5991  11.4913  -0.0572
O  -0.9759  2.5415  10.4311  -0.0550
C  -0.9890  2.0999  9.1707  -0.2757
C  -0.9175  3.0765  8.1685  0.0216
C  -0.9167  2.7174  6.8443  -0.0111
C  -0.9873  1.3706  6.4644  -0.1641
C  -1.0691  0.4050  7.4678  -0.0234
C  -1.0708  0.7551  8.8043  -0.0042
C  -0.9797  1.0226  5.0554  -0.2371
N  -0.9405  1.8804  4.0545  0.1983
C  -0.9607  1.1342  2.9205  -0.1681
C  -1.0100  -0.2208  3.2234  -0.1258
N  -1.0223  -0.2708  4.5905  0.1932
C  -1.0083  -1.2404  2.2369  -0.0617
C  -0.9854  -2.6229  2.4792  0.0301
C  -0.9402  -3.4942  1.4166  -0.0179
C  -0.9363  -2.9841  0.1168  -0.0995
N  -0.9634  -1.6877  -0.1324  0.0602
C  -0.9888  -0.8128  0.8932  -0.1319
C  -0.9651  0.5843  0.5661  -0.1311
N  -0.9498  0.8977  -0.7460  0.0595
C  -0.8978  2.1654  -1.1087  -0.0843
C  -0.8475  3.2091  -0.1820  -0.0079
C  -0.8672  2.9124  1.1601  0.0464
C  -0.9353  1.5708  1.5622  -0.0558
H  -1.0142  2.1786  12.4081  0.0987
H  -0.1927  0.9158  11.4685  0.0993
H  -1.9755  1.0297  11.4537  0.0992
H  -0.8634  4.1136  8.4712  0.1282
H  -0.8636  3.4711  6.0706  0.1151
H  -1.1399  -0.6496  7.2275  0.1055
H  -1.1379  -0.0193  9.5549  0.1083
H  -1.0405  -1.0965  5.1614  0.1503
H  -0.9970  -3.0002  3.4939  0.1257
H  -0.9059  -4.5629  1.5716  0.1199
H  -0.9115  -3.6447  -0.7413  0.1205
H  -0.8986  2.3671  -2.1728  0.1129
H  -0.7914  4.2301  -0.5313  0.1204
H  -0.8306  3.6851  1.9172  0.1321
C  -2.4707  1.4436  -6.4324  -0.1148
C  -1.2247  1.8892  -5.6890  -0.3583
S  -0.3516  0.5703  -4.7881  0.9497
O  -1.3966  0.0653  -3.8087  -0.5820
C  -0.1805  -0.7058  -6.1082  -0.3355
C  -1.1142  -1.8796  -5.8818  -0.1155
H  -3.0310  2.3175  -6.7612  0.0897
H  -3.1165  0.8536  -5.7815  0.0734
H  -2.2261  0.8568  -7.3159  0.0752
H  -1.4637  2.6040  -4.9000  0.0869
H  -0.4792  2.3377  -6.3490  0.1021
H  0.8651  -1.0140  -6.0644  0.0874
H  -0.3578  -0.2196  -7.0654  0.0850
H  -0.9605  -2.3296  -4.9040  0.0531
H  -0.9309  -2.6382  -6.6417  0.0938
H  -2.1562  -1.5677  -5.9443  0.0729
N  -5.4672  -2.1371  -2.5773  0.1615
C  -4.3064  -2.9720  -2.9845  -0.0288
C  -3.0565  -2.1698  -2.5529  -0.6191
O  -1.9150  -2.5732  -2.7936  -0.0086
O  -3.3257  -1.0920  -1.9405  -0.0204
H  -6.0093  -1.7802  -3.3581  0.1635
H  -4.8557  -1.3153  -2.0904  0.1598
H  -6.0917  -2.5909  -1.9182  0.1633
H  -4.2846  -3.1495  -4.0562  0.1409
H  -4.3112  -3.9337  -2.4779  0.1431
C  5.0056  -3.3435  -3.7981  -0.0663
C  3.9489  -3.8636  -3.0638  -0.0712
C  2.9380  -3.0268  -2.6190  -0.1237
C  2.9964  -1.6631  -2.8907  -0.3664
C  4.0497  -1.1439  -3.6324  -0.0938
C  5.0541  -1.9877  -4.0873  -0.0636
As  1.5906  -0.5286  -2.1557  1.3844
C  2.3328  1.2729  -2.2954  -0.3078
C  2.5666  2.0512  -3.4230  -0.1249
C  3.0200  3.3560  -3.2896  -0.0669
C  3.2384  3.8893  -2.0274  -0.0557
C  3.0688  3.1029  -0.9005  -0.0116
C  2.6324  1.7878  -1.0243  -0.1989
C  2.5475  0.8190  0.0787  -0.1968
C  2.9037  1.0645  1.4000  -0.0077
C  2.9092  0.0263  2.3187  -0.0558
C  2.5689  -1.2606  1.9257  -0.0692
C  2.1776  -1.5081  0.6166  -0.0987
C  2.1609  -0.4714  -0.3006  -0.3004
H  5.7926  -3.9961  -4.1517  0.1128
H  3.9130  -4.9219  -2.8416  0.1105
H  2.0993  -3.4309  -2.0612  0.0908
H  4.1039  -0.0826  -3.8368  0.0893
H  5.8762  -1.5817  -4.6612  0.1127
H  2.4343  1.6366  -4.4112  0.0847
H  3.2134  3.9546  -4.1703  0.1115
H  3.5734  4.9129  -1.9233  0.1145
H  3.2948  3.5127  0.0757  0.1138
H  3.1987  2.0578  1.7145  0.1143
H  3.2022  0.2199  3.3427  0.1139
H  2.6157  -2.0759  2.6370  0.1113
H  1.9053  -2.5132  0.3148  0.0976